1.
# C21H32N3O10

A 6-piece molecular cluster, C21H32N3O10 overall (ωB97M-V with the def2-TZVPD basis set, OMol25).

```
66
Properties=species:S:1:pos:R:3:nbo_charge:R:1
C 0.5153 -4.4319 2.3988 -0.745
C -0.0107 -3.1929 3.1238 0.710
O 0.5103 -2.6449 4.1078 -0.440
N -1.1547 -2.4639 2.4008 -0.619
H -0.6577 -1.7419 1.7248 0.505
H -1.5957 -3.2189 1.8058 0.418
C -2.0887 -1.8879 3.3928 -0.409
H 0.9183 -4.2089 1.4588 0.277
H -0.1397 -5.1879 2.1318 0.240
H 1.1983 -4.9229 3.0388 0.271
H -2.2157 -2.5919 4.1528 0.218
H -3.0597 -1.4449 3.0288 0.241
H -1.6237 -1.2199 3.9158 0.238
C 0.1533 -1.5899 -2.7452 -0.736
C -1.0787 -0.7229 -2.8282 0.652
O -0.9447 0.4711 -2.8982 -0.433
N -2.4147 -1.3029 -2.8702 -0.555
H -2.3467 -2.0129 -3.6922 0.454
H -2.4097 -2.0059 -2.2202 0.431
C -3.4897 -0.3089 -2.7672 -0.374
H -0.3527 -2.5539 -2.2772 0.205
H 1.0943 -1.1329 -2.1172 0.330
H 0.4763 -2.0459 -3.8972 0.287
H -3.2567 0.1361 -1.9372 0.247
H -4.3707 -0.8549 -2.7262 0.223
H -3.6137 0.2171 -3.7042 0.254
N 0.1093 -0.1979 0.3988 0.681
O 1.1883 0.3881 0.4598 -0.410
O 0.0943 -1.3989 0.3138 -0.566
O -0.8007 0.1891 1.2778 -0.575
C 4.8343 -1.3789 -0.4732 -0.620
C 3.8173 -2.5459 -1.0342 0.121
C 4.5223 -3.8659 -1.2742 -0.643
O 2.8753 -2.9009 -0.0402 -0.768
H 5.5943 -1.3379 -1.1182 0.205
H 5.1363 -1.5799 0.4758 0.213
H 4.2553 -0.5209 -0.2622 0.208
H 3.1463 -2.1489 -1.7792 0.142
H 3.8673 -4.7399 -1.5922 0.209
H 4.8083 -4.3089 -0.3242 0.227
H 5.3613 -3.9219 -1.8572 0.217
H 2.1973 -2.0369 0.1398 0.480
C 0.9103 4.1381 -2.1552 -0.230
C -0.0747 3.1001 -1.6342 -0.203
C -1.5657 3.2521 -1.9502 0.489
O -2.4107 2.4901 -1.6842 -0.533
C -1.8917 4.4791 -2.6412 -0.203
C -0.9377 5.4591 -3.2572 -0.204
C 0.5213 5.3251 -3.0102 0.437
O 1.2543 6.1351 -3.4422 -0.447
H 2.0573 3.9541 -1.8222 0.252
H 0.1543 2.2681 -1.2012 0.196
H -2.8147 4.5591 -2.7292 0.183
H -1.4097 6.2751 -4.0582 0.261
C -2.5057 3.1941 3.2978 -0.213
C -1.8437 2.0661 4.1658 -0.192
C -0.2537 1.7591 3.8888 0.515
O 0.3313 0.9071 4.4028 -0.492
C 0.3213 2.4651 2.6858 -0.184
C -0.3907 3.4861 2.0288 -0.251
C -1.7807 3.8001 2.1948 0.402
O -2.3127 4.7551 1.5688 -0.496
H -3.7067 3.3431 3.4778 0.252
H -2.1397 1.7601 5.0188 0.173
H 1.4263 2.2731 2.3888 0.249
H 0.0153 3.9301 1.1548 0.229
```

**ΔE to the lowest compared entry with this formula, charge and spin**: 79.3 kcal per mole
**Net charge**: +1
**E**: -1735.15367 a.u.
**LUMO energy**: -3.835 eV
**Kohn-Sham gap**: 7.709 eV

2.
# C21H32PSi

A 4-piece molecular cluster, C21H32PSi overall (ωB97M-V with the def2-TZVPD basis set, OMol25).

```
55
Properties=species:S:1:pos:R:3:nbo_charge:R:1
C -1.7416 -3.4749 1.4490 -1.109
Si -0.1886 -2.4392 1.0478 1.229
C 1.0726 -3.6078 0.2457 -1.103
C -0.6802 -1.1400 -0.2610 -1.110
P 0.6669 -1.3686 2.9426 0.175
H -2.5994 -3.2349 0.8163 0.209
H -1.5557 -4.5446 1.3494 0.216
H -2.0520 -3.2921 2.4826 0.234
H 1.9390 -3.0452 -0.1124 0.225
H 1.4522 -4.3148 0.9886 0.228
H 0.6600 -4.1710 -0.5906 0.211
H -0.9593 -0.2100 0.2426 0.226
H -1.5095 -1.4390 -0.9068 0.209
H 0.1706 -0.9174 -0.9065 0.221
H 0.0350 -0.0559 2.4987 -0.235
H 1.8927 -1.0430 2.1237 -0.215
H 1.2966 -2.6691 3.3548 -0.205
H -0.5496 -1.7056 3.7402 -0.205
H 1.2344 -0.6904 4.0999 -0.178
C -5.0063 1.4015 -2.3986 -0.172
C -4.6010 2.7142 -2.1943 -0.242
C -3.7197 3.0160 -1.1634 -0.215
C -3.2436 2.0071 -0.3364 -0.211
C -3.6481 0.6941 -0.5417 -0.209
C -4.5289 0.3918 -1.5722 -0.233
H -5.6890 1.1649 -3.2057 0.196
H -4.9675 3.5015 -2.8416 0.205
H -3.3983 4.0386 -1.0088 0.208
H -2.5447 2.2311 0.4597 0.225
H -3.2602 -0.0921 0.0909 0.236
H -4.8320 -0.6350 -1.7367 0.210
C 5.8429 1.4943 4.7155 -0.230
C 4.6855 1.3087 5.4603 -0.228
C 3.4498 1.2577 4.8291 -0.194
C 3.3611 1.3956 3.4482 -0.196
C 4.5215 1.5822 2.7077 -0.214
C 5.7594 1.6309 3.3364 -0.227
H 6.8077 1.5244 5.2078 0.199
H 4.7477 1.1906 6.5357 0.201
H 2.5472 1.0831 5.3997 0.222
H 2.3975 1.3152 2.9600 0.243
H 4.4582 1.6789 1.6308 0.208
H 6.6599 1.7673 2.7493 0.200
C 0.9524 0.8140 -4.4850 -0.220
C 0.0234 0.7357 -3.4556 -0.213
C -1.2940 0.3994 -3.7317 -0.153
C -1.6824 0.1414 -5.0399 -0.225
C -0.7540 0.2159 -6.0704 -0.229
C 0.5643 0.5519 -5.7928 -0.223
H 1.9807 1.0732 -4.2657 0.209
H 0.3170 0.9323 -2.4327 0.225
H -2.0115 0.3396 -2.9229 0.214
H -2.7117 -0.1199 -5.2546 0.204
H -1.0575 0.0102 -7.0899 0.203
H 1.2900 0.6074 -6.5951 0.204
```

**Net charge**: -1
**E**: -1450.13167 a.u.
**LUMO energy**: 2.670 eV
**Kohn-Sham gap**: 5.222 eV

3.
# C21H33BCl5I2IrO2Sb

C21H33BCl5I2IrO2Sb as an isolated structure (ωB97M-V with the def2-TZVPD basis set, OMol25).

```
66
Properties=species:S:1:pos:R:3:nbo_charge:R:1
Ir -0.6514 -0.1380 1.1029 0.086
Cl 1.6218 -0.0183 2.3241 0.093
C 1.7661 -1.3996 1.2267 -0.089
C 0.5720 -1.6360 0.5682 -0.217
C 0.4920 -2.8626 -0.0735 -0.002
Cl -1.0386 -3.4186 -0.6585 0.038
C 1.5969 -3.7156 -0.1613 -0.108
Cl 1.4649 -5.2076 -0.9960 0.088
C 2.8078 -3.3714 0.4443 -0.090
Cl 4.1711 -4.3988 0.3235 0.096
C 2.8893 -2.1964 1.1947 -0.084
Cl 4.2990 -1.7609 2.0603 0.091
C 2.6928 3.6844 1.2730 -0.642
C 1.5307 3.9935 0.3471 0.258
C 1.7207 5.3351 -0.3250 -0.634
O 0.3284 4.0768 1.2086 -0.729
B -0.2487 2.8769 1.1398 0.963
O 0.2273 2.0188 0.1901 -0.812
C 1.1780 2.8199 -0.6278 0.274
C 0.3951 3.2706 -1.8458 -0.640
C 2.3335 1.9261 -1.0110 -0.643
H 2.7464 4.4537 2.0418 0.240
H 3.6335 3.6817 0.7225 0.231
H 2.5760 2.7170 1.7603 0.214
H 1.9607 6.0847 0.4275 0.238
H 0.8271 5.6548 -0.8548 0.230
H 2.5515 5.2851 -1.0307 0.226
H -0.4478 3.9056 -1.5747 0.228
H 0.0105 2.3974 -2.3728 0.220
H 1.0441 3.8205 -2.5270 0.235
H 2.8141 1.4825 -0.1409 0.228
H 3.0771 2.5005 -1.5653 0.237
H 1.9746 1.1257 -1.6595 0.229
C -3.9223 -2.7704 0.5879 -0.631
C -4.2550 -1.3583 0.1177 -0.544
C -5.3841 -1.3417 -0.9033 -0.637
Sb -2.4988 -0.3476 -0.5965 1.385
C -1.3379 -4.2772 3.2170 -0.159
C -1.1789 -5.5114 2.3867 -0.651
C -0.4352 -3.3099 3.3023 -0.426
C -2.0888 -0.8036 -2.6749 -0.533
C -0.6612 -0.3893 -3.0087 -0.631
C -3.1031 -0.1866 -3.6263 -0.639
H -4.8005 -3.1955 1.0791 0.232
H -3.0912 -2.8057 1.2942 0.229
H -3.6788 -3.4199 -0.2550 0.206
H -4.5143 -0.7323 0.9765 0.230
H -5.1481 -1.9783 -1.7585 0.208
H -5.6109 -0.3386 -1.2652 0.224
H -6.2894 -1.7409 -0.4414 0.236
H -2.2610 -4.1878 3.7834 0.199
H -0.2799 -5.4642 1.7703 0.208
H -2.0413 -5.6650 1.7349 0.218
H -1.1056 -6.3932 3.0269 0.232
H 0.5031 -3.3795 2.7600 0.179
H -0.5698 -2.4510 3.9484 0.202
H -1.3617 -1.2775 1.8645 0.120
H -2.1722 -1.8893 -2.7050 0.234
H -0.5493 0.6966 -2.9488 0.201
H -0.4293 -0.6853 -4.0340 0.235
H 0.0742 -0.8536 -2.3508 0.218
H -3.0150 0.8986 -3.6605 0.222
H -4.1328 -0.4353 -3.3708 0.220
H -2.9072 -0.5675 -4.6314 0.234
I -1.7387 2.0393 2.4529 0.164
I -3.5404 2.1241 -0.9437 -0.240
```

**ΔE to the lowest compared entry with this formula, charge and spin**: 0.0 kcal per mole
**Net charge**: +1
**E**: -4236.16158 a.u.
**LUMO energy**: -3.479 eV
**Kohn-Sham gap**: 7.949 eV

4.
# C21H33BrIrN4O2S

C21H33BrIrN4O2S as an isolated structure (ωB97M-V with the def2-TZVPD basis set, OMol25).

```
63
Properties=species:S:1:pos:R:3:nbo_charge:R:1
Ir 0.3011 0.5699 -2.2292 1.020
N 1.8223 0.8297 -6.0092 -0.734
C 1.6323 0.8043 -4.7054 0.713
O 0.5827 0.2703 -4.2409 -0.642
C 2.6630 1.3487 -3.7694 -0.542
C 2.0853 1.5743 -2.3588 -0.560
H 1.1422 0.4144 -6.6280 0.429
H 2.6488 1.2418 -6.4098 0.429
H 3.1213 2.2452 -4.1899 0.260
H 3.4534 0.5913 -3.7411 0.260
H 1.9221 2.6337 -2.1603 0.216
H 2.8110 1.2190 -1.6265 0.205
C 0.1901 -2.2448 5.0325 -0.604
C 1.3623 -2.1527 4.0432 -0.095
C 1.7609 -3.5683 3.6182 -0.617
C 2.5648 -1.4726 4.7319 -0.594
C 0.9940 -1.2850 2.8576 0.167
C 1.3907 -1.6367 1.5402 -0.230
C 1.0470 -0.8089 0.5291 -0.107
Br 1.5351 -1.2465 -1.2723 0.380
C 0.2990 0.4037 0.6863 0.350
O -0.0331 1.1098 -0.3236 -0.515
C -0.0389 0.8035 2.0384 0.074
C 0.3097 -0.0758 3.0421 -0.172
C -0.7399 2.1079 2.4256 -0.092
C 0.1875 2.8666 3.3944 -0.594
C -1.0784 3.0553 1.2709 -0.598
C -2.0535 1.7479 3.1440 -0.594
H 0.4667 -2.9177 5.8435 0.238
H -0.7055 -2.6446 4.5544 0.220
H -0.0555 -1.2854 5.4862 0.211
H 1.9100 -4.1773 4.5084 0.243
H 2.7009 -3.5857 3.0638 0.210
H 0.9839 -4.0478 3.0190 0.216
H 2.8797 -2.0828 5.5790 0.238
H 2.3034 -0.4818 5.1054 0.216
H 3.4114 -1.3746 4.0505 0.216
H 1.9481 -2.5444 1.3576 0.257
H 0.0477 0.1937 4.0542 0.233
H 1.1391 3.1105 2.9195 0.217
H 0.3922 2.3021 4.3037 0.211
H -0.2933 3.8000 3.6871 0.234
H -0.1926 3.3727 0.7224 0.214
H -1.5396 3.9455 1.6994 0.226
H -1.7869 2.6158 0.5701 0.212
H -1.8871 1.1539 4.0421 0.212
H -2.7235 1.1933 2.4848 0.214
H -2.5577 2.6668 3.4440 0.233
C -2.2287 -3.0264 -4.8628 -0.599
C -2.5670 -2.4864 -3.4714 -0.458
C -2.5161 -0.9979 -3.4154 0.136
N -1.6808 -0.3108 -2.7255 -0.331
N -1.7897 1.0580 -2.8710 -0.418
C -2.7313 1.4021 -3.7152 0.278
N -3.0085 2.6612 -4.0587 -0.756
S -3.5911 0.0240 -4.3310 0.441
H -2.2747 -4.1132 -4.8585 0.244
H -1.2254 -2.7253 -5.1647 0.213
H -2.9340 -2.6688 -5.6136 0.218
H -1.8637 -2.8568 -2.7252 0.239
H -3.5623 -2.8183 -3.1690 0.250
H -2.5411 3.4146 -3.5812 0.428
H -3.8102 2.8859 -4.6221 0.430
```

**ΔE to the lowest compared entry with this formula, charge and spin**: 20.4 kcal per mole
**Net charge**: +2
**E**: -4265.49929 a.u.
**LUMO energy (alpha / beta)**: -6.415 / -8.087 eV
**Kohn-Sham gap (alpha / beta)**: 7.727 / 6.708 eV
**Multiplicity**: 2